21
Properties=species:S:1:pos:R:3:forces:R:3:mulliken_charge:R:1 method="wB97M-V/def2-TZVPD" e_above_lowest_kj_mol=39.2 e_homo_ev=-10.5 smiles=CO.O.O.O.O.O
C 0.075 -0.488 -1.948 -0.0170 0.0649 1.0047 -0.454
O -1.262 -0.029 -1.780 0.1412 0.1308 0.3281 -0.601
H 0.801 0.269 -1.614 -0.1912 0.2121 -0.5663 0.143
H 0.278 -1.309 -1.248 -0.1511 -0.3225 -0.4225 0.207
H 0.223 -0.784 -2.980 0.2986 -0.0488 -0.0490 0.264
H -1.682 -0.616 -1.118 0.0098 0.1129 -0.0237 0.455
H 0.142 -2.661 2.727 -0.3840 -1.2029 0.6892 0.329
H 0.416 -1.487 2.005 -0.6562 0.5604 -0.3856 0.401
O -0.346 -2.099 2.138 0.9968 0.6762 -0.0438 -0.709
H 1.736 0.491 2.106 -0.0504 0.7055 0.0814 0.326
H 1.720 -0.339 0.828 0.1042 0.3276 -0.7720 0.326
O 1.747 -0.400 1.775 0.0999 -0.8400 0.4799 -0.716
H 2.405 3.269 -0.980 -0.0867 -0.0346 0.4622 0.315
H 1.026 2.995 -0.422 -1.2546 -0.1652 0.0324 0.339
O 1.931 3.079 -0.155 1.4640 0.1412 -0.3764 -0.629
H -1.593 -1.869 0.965 -0.0335 -0.9441 -0.4360 0.407
H -2.284 -2.565 -0.370 0.3704 -0.5876 0.5316 0.315
O -2.157 -1.790 0.170 -0.4856 1.3800 -0.2995 -0.713
H -1.481 2.522 0.486 0.1119 0.1336 0.0112 0.275
H -0.994 1.518 -0.556 0.0967 0.1915 -0.0980 0.390
O -0.703 2.293 -0.031 -0.3830 -0.4910 -0.1479 -0.670

22
Properties=species:S:1:pos:R:3:forces:R:3:mulliken_charge:R:1 method="wB97M-V/def2-TZVPD" e_above_lowest_kj_mol=60.5 e_homo_ev=-9.9 smiles="C=O.O.O.O.O.O.O"
O -0.184 -1.138 -1.729 -0.8223 -0.5409 -0.9953 -0.660
C 0.154 -2.275 -1.453 -1.4987 2.1603 1.5969 -0.058
H -0.303 -2.803 -0.627 -0.4189 -0.4846 0.0565 0.196
H 0.902 -2.720 -1.991 1.9788 -1.5380 -1.4478 0.340
H -1.557 0.624 0.878 -0.3100 -0.2131 -0.9145 0.440
H -1.854 1.393 2.224 1.3066 -0.4058 -1.1015 0.302
O -1.134 1.159 1.571 -0.9429 0.6625 2.3464 -0.742
H 0.994 1.488 -0.858 0.2145 -1.2628 -1.2505 0.455
H 0.954 0.313 -2.042 0.8418 1.1632 1.4449 0.339
O 1.536 0.814 -1.395 -0.1874 -0.5152 -0.5118 -0.839
H 0.225 -0.162 2.089 -0.5613 0.8753 -0.2837 0.330
H 0.757 -0.977 3.187 1.4748 0.2115 5.2475 0.278
O 0.522 -1.029 2.339 -1.1826 -1.0187 -4.2879 -0.636
H 0.551 3.278 -0.351 -0.9158 -0.9998 0.5119 0.306
H -0.336 2.189 0.655 0.8423 0.9455 -2.4845 0.466
O -0.002 2.457 -0.323 -0.3334 1.2204 2.2264 -0.706
H 1.688 -0.764 -0.219 0.1515 0.3944 -0.4573 0.354
H 1.438 -1.606 0.991 -0.7123 0.0672 2.9594 0.445
O 1.622 -1.677 0.097 1.4345 -0.5939 -2.8410 -0.674
H -1.460 -0.079 -1.317 0.8250 -0.3074 -0.9810 0.435
H -2.465 1.148 -1.002 -0.4108 1.5078 -1.2301 0.295
O -2.050 0.368 -0.725 -0.7733 -1.3278 2.3972 -0.665

| no. | Kohn-Sham gap (eV) | DFT total energy (hartree) | LUMO level (eV) |
| --- | --- | --- | --- |
| 1 | 11.07 | -497.9259 | 0.53 |
| 2 | 10.15 | -573.1279 | 0.28 |